10 unconnected molecules or ions with the total composition C40H60O30 at a distorted geometry, computed with ωB97M-V/def2-TZVPD.

Each atom is followed by the atoms it is bonded to, with distances in Å.
Element x y z (Å)
1 C -1.099 -0.267 1.330  C2 1.503, H8 1.092, H9 1.088, H10 1.091
2 C 0.232 -0.319 0.633  C1 1.503, C3 1.509, O7 1.438, H11 1.096
3 C 0.319 0.451 -0.661  C2 1.509, O4 1.427, H12 1.092, H13 1.090
4 O 1.636 0.999 -0.621  C3 1.427, C5 1.361
5 C 2.100 0.912 0.656  O4 1.361, O6 1.192, O7 1.336
6 O 3.151 1.339 1.023  C5 1.192
7 O 1.217 0.318 1.464  C2 1.438, C5 1.336
8 H -1.781 -0.837 0.695  C1 1.092
9 H -1.309 0.761 1.619  C1 1.088
10 H -1.042 -0.827 2.265  C1 1.091
11 H 0.553 -1.350 0.443  C2 1.096
12 H -0.394 1.275 -0.745  C3 1.092
13 H 0.137 -0.231 -1.492  C3 1.090
14 C -4.390 -3.466 4.328  C15 1.513, H21 1.097, H22 1.090, H23 1.087
15 C -4.497 -2.137 3.611  C14 1.513, C16 1.535, O20 1.411, H24 1.092
16 C -5.614 -1.194 4.079  C15 1.535, O17 1.421, H25 1.090, H26 1.094
17 O -4.925 -0.080 4.626  C16 1.421, C18 1.349
18 C -3.608 -0.187 4.355  O17 1.349, O19 1.190, O20 1.350
19 O -2.793 0.609 4.700  C18 1.190
20 O -3.346 -1.323 3.674  C15 1.411, C18 1.350
21 H -4.187 -3.287 5.390  C14 1.097
22 H -3.500 -4.003 4.004  C14 1.090
23 H -5.334 -4.000 4.254  C14 1.087
24 H -4.793 -2.380 2.588  C15 1.092
25 H -6.381 -1.616 4.730  C16 1.090
26 H -6.173 -0.842 3.206  C16 1.094
27 C -2.092 -3.954 0.057  C28 1.534, H34 1.087, H35 1.088, H36 1.096
28 C -1.415 -4.454 1.340  C27 1.534, C29 1.545, O33 1.431, H37 1.091
29 C -0.171 -5.338 1.102  C28 1.545, O30 1.411, H38 1.090, H39 1.090
30 O 0.872 -4.716 1.820  C29 1.411, C31 1.351
31 C 0.431 -3.563 2.368  O30 1.351, O32 1.182, O33 1.348
32 O 1.038 -2.823 3.061  C31 1.182
33 O -0.798 -3.286 1.890  C28 1.431, C31 1.348
34 H -2.607 -3.015 0.242  C27 1.087
35 H -2.652 -4.724 -0.470  C27 1.088
36 H -1.265 -3.713 -0.620  C27 1.096
37 H -2.067 -4.881 2.105  C28 1.091
38 H 0.050 -5.363 0.034  C29 1.090
39 H -0.410 -6.339 1.459  C29 1.090
40 C 2.706 -0.558 -4.608  C41 1.511, H47 1.093, H48 1.092, H49 1.087
41 C 3.115 -0.108 -3.225  C40 1.511, C42 1.532, O46 1.424, H50 1.097
42 C 4.561 -0.365 -2.788  C41 1.532, O43 1.423, H51 1.090, H52 1.091
43 O 4.844 0.773 -1.981  C42 1.423, C44 1.349
44 C 4.006 1.766 -2.346  O43 1.349, O45 1.183, O46 1.355
45 O 4.159 2.900 -2.047  C44 1.183
46 O 3.048 1.315 -3.192  C41 1.424, C44 1.355
47 H 1.691 -0.183 -4.760  C40 1.093
48 H 2.599 -1.645 -4.625  C40 1.092
49 H 3.329 -0.137 -5.393  C40 1.087
50 H 2.397 -0.448 -2.469  C41 1.097
51 H 5.247 -0.520 -3.621  C42 1.090
52 H 4.522 -1.283 -2.200  C42 1.091
53 C 0.446 -0.323 5.218  C54 1.530, H60 1.092, H61 1.091, H62 1.088
54 C 1.953 -0.576 5.134  C53 1.530, C55 1.556, O59 1.419, H63 1.088
55 C 2.816 0.529 4.462  C54 1.556, O56 1.414, H64 1.096, H65 1.086
56 O 3.854 0.775 5.390  C55 1.414, C57 1.368
57 C 3.564 0.164 6.579  O56 1.368, O58 1.196, O59 1.316
58 O 4.249 0.209 7.559  C57 1.196
59 O 2.530 -0.636 6.429  C54 1.419, C57 1.316
60 H 0.214 0.572 5.800  C53 1.092
61 H -0.062 -1.140 5.732  C53 1.091
62 H -0.049 -0.202 4.257  C53 1.088
63 H 2.159 -1.522 4.637  C54 1.088
64 H 2.203 1.427 4.326  C55 1.096
65 H 3.170 0.234 3.478  C55 1.086
66 C -1.830 -1.342 -4.041  C67 1.509, H73 1.091, H74 1.095, H75 1.091
67 C -3.282 -1.691 -4.260  C66 1.509, C68 1.542, O72 1.442, H76 1.089
68 C -3.445 -2.857 -5.256  C67 1.542, O69 1.418, H77 1.093, H78 1.091
69 O -4.043 -3.909 -4.515  C68 1.418, C70 1.339
70 C -4.126 -3.551 -3.227  O69 1.339, O71 1.188, O72 1.354
71 O -4.496 -4.246 -2.338  C70 1.188
72 O -3.750 -2.266 -3.024  C67 1.442, C70 1.354
73 H -1.308 -0.917 -4.899  C66 1.091
74 H -1.298 -2.256 -3.758  C66 1.095
75 H -1.661 -0.699 -3.175  C66 1.091
76 H -3.928 -0.872 -4.569  C67 1.089
77 H -2.476 -3.074 -5.713  C68 1.093
78 H -4.054 -2.622 -6.130  C68 1.091
79 C -2.024 3.298 -7.280  C80 1.540, H86 1.089, H87 1.086, H88 1.091
80 C -1.468 2.059 -6.554  C79 1.540, C81 1.559, O85 1.428, H89 1.090
81 C 0.059 1.818 -6.747  C80 1.559, O82 1.441, H90 1.086, H91 1.087
82 O 0.534 1.676 -5.393  C81 1.441, C83 1.329
83 C -0.428 1.978 -4.528  O82 1.329, O84 1.195, O85 1.342
84 O -0.304 1.815 -3.351  C83 1.195
85 O -1.552 2.349 -5.159  C80 1.428, C83 1.342
86 H -2.017 3.102 -8.352  C79 1.089
87 H -1.522 4.200 -6.938  C79 1.086
88 H -3.072 3.400 -6.995  C79 1.091
89 H -2.075 1.200 -6.842  C80 1.090
90 H 0.615 2.648 -7.175  C81 1.086
91 H 0.205 0.879 -7.276  C81 1.087
92 C 5.733 1.117 2.733  C93 1.532, H99 1.091, H100 1.094, H101 1.091
93 C 7.045 1.195 1.947  C92 1.532, C94 1.510, O98 1.415, H102 1.095
94 C 6.821 1.239 0.454  C93 1.510, O95 1.439, H103 1.087, H104 1.094
95 O 7.626 2.346 0.009  C94 1.439, C96 1.351
96 C 8.025 3.047 1.093  O95 1.351, O97 1.196, O98 1.337
97 O 8.667 4.050 0.988  C96 1.196
98 O 7.658 2.441 2.226  C93 1.415, C96 1.337
99 H 5.155 0.256 2.396  C92 1.091
100 H 5.124 2.012 2.570  C92 1.094
101 H 5.765 1.110 3.823  C92 1.091
102 H 7.632 0.367 2.357  C93 1.095
103 H 5.792 1.340 0.116  C94 1.087
104 H 7.292 0.375 -0.023  C94 1.094
105 C -8.478 0.229 -0.215  C106 1.520, H112 1.092, H113 1.089, H114 1.090
106 C -7.734 -1.036 0.181  C105 1.520, C107 1.537, O111 1.429, H115 1.095
107 C -7.536 -2.062 -0.947  C106 1.537, O108 1.418, H116 1.095, H117 1.086
108 O -6.164 -2.405 -0.852  C107 1.418, C109 1.350
109 C -5.533 -1.560 -0.009  O108 1.350, O110 1.190, O111 1.341
110 O -4.365 -1.565 0.220  C109 1.190
111 O -6.391 -0.669 0.506  C106 1.429, C109 1.341
112 H -9.532 0.041 -0.428  C105 1.092
113 H -7.962 0.655 -1.073  C105 1.089
114 H -8.530 0.967 0.585  C105 1.090
115 H -8.156 -1.548 1.051  C106 1.095
116 H -7.732 -1.518 -1.877  C107 1.095
117 H -8.196 -2.920 -0.863  C107 1.086
118 C 3.257 4.708 2.735  C119 1.523, H125 1.090, H126 1.095, H127 1.096
119 C 4.470 5.367 2.090  C118 1.523, C120 1.549, O124 1.423, H128 1.093
120 C 4.902 4.700 0.761  C119 1.549, O121 1.418, H129 1.090, H130 1.086
121 O 4.789 5.737 -0.199  C120 1.418, C122 1.328
122 C 4.427 6.883 0.368  O121 1.328, O123 1.188, O124 1.374
123 O 4.305 7.921 -0.198  C122 1.188
124 O 4.073 6.670 1.678  C119 1.423, C122 1.374
125 H 2.311 4.727 2.194  C118 1.090
126 H 2.981 5.097 3.720  C118 1.095
127 H 3.462 3.658 2.977  C118 1.096
128 H 5.323 5.502 2.759  C119 1.093
129 H 4.151 3.954 0.498  C120 1.090
130 H 5.901 4.287 0.862  C120 1.086

Calculated values
LUMO energy in hartree: -0.0134
Relative energy (zero: lowest compared OMol25 entry of this formula, charge and spin) in kJ/mol: 168.17
Kohn-Sham gap in eV: 9.58
Total energy in eV: -103880.0073
SMILES: C[C@H]1COC(=O)O1.C[C@H]1COC(=O)O1.C[C@H]1COC(=O)O1.C[C@H]1COC(=O)O1.C[C@H]1COC(=O)O1.C[C@H]1COC(=O)O1.C[C@H]1COC(=O)O1.C[C@H]1COC(=O)O1.C[C@H]1COC(=O)O1.C[C@H]1COC(=O)O1
2S+1: 1
HOMO energy in Eh: -0.3655